C19H25BIN8O2Ti as an isolated structure at a distorted geometry, computed with wB97M-V/def2-TZVPD.

```
57
Properties=species:S:1:pos:R:3:mulliken_spin:R:1
Ti 1.343 0.083 -1.414 1.026
C 4.385 0.982 0.683 0.004
C 3.030 0.837 1.286 -0.005
C 2.614 1.162 2.583 -0.002
C 1.268 0.880 2.615 0.003
N 0.894 0.422 1.405 -0.018
N 1.992 0.376 0.595 -0.008
B -0.359 -0.432 1.043 0.017
N 0.184 -1.830 0.621 -0.017
C 0.120 -3.035 1.211 0.002
C 0.752 -3.958 0.416 0.000
C 1.218 -3.229 -0.685 0.005
C 1.948 -3.788 -1.857 0.000
N 0.898 -1.944 -0.546 0.012
N -1.215 0.114 -0.178 -0.018
C -2.561 0.200 -0.195 0.007
C -2.997 0.076 -1.496 -0.004
C -1.834 -0.100 -2.259 0.001
C -1.695 -0.402 -3.714 0.005
N -0.779 -0.045 -1.457 0.015
N -1.333 -0.441 2.210 -0.001
C -2.135 -1.381 2.763 -0.001
C -2.950 -0.763 3.678 0.000
C -2.589 0.596 3.616 0.000
C -3.149 1.744 4.388 0.000
N -1.627 0.781 2.729 0.000
H 5.107 1.248 1.452 0.000
H 4.385 1.763 -0.078 0.000
H 4.698 0.063 0.188 -0.001
H 3.221 1.554 3.380 0.000
H 0.544 0.976 3.403 0.000
H -0.335 -3.172 2.173 0.000
H 0.863 -5.013 0.596 0.000
H 1.647 -4.824 -2.006 0.000
H 3.026 -3.755 -1.694 0.001
H 1.755 -3.223 -2.765 0.001
H -3.107 0.330 0.723 0.001
H -4.014 0.090 -1.846 0.000
H -2.671 -0.624 -4.143 0.000
H -1.054 -1.273 -3.855 0.000
H -1.232 0.418 -4.261 0.000
H -2.137 -2.404 2.439 0.000
H -3.707 -1.223 4.290 0.000
H -3.904 1.404 5.094 0.000
H -3.610 2.474 3.722 0.000
H -2.367 2.257 4.948 0.000
C -1.010 3.172 -3.455 0.001
O 0.057 3.242 -2.511 -0.001
C 0.989 2.291 -2.560 -0.006
O 0.879 1.277 -3.299 -0.007
H -1.615 4.057 -3.278 0.000
H -1.616 2.283 -3.295 0.000
H -0.628 3.181 -4.476 0.000
I 3.605 -0.783 -2.759 -0.008
C 1.973 2.274 -1.540 0.001
H 2.973 1.998 -1.854 -0.008
H 1.862 3.036 -0.776 0.001
```

Its energy above the lowest of the compared OMol25 structures with the same formula, charge and spin is 0.0 kcal per mole. Its spin multiplicity is 2. For the LUMO energy (spin up / spin down), the calculation gives -0.02 / 0.27 eV. The total energy comes out at -68022.3884 eV. The expectation value of S² is 0.75. The calculation puts the HOMO-LUMO gap (spin up / spin down) at 7.8 / 8.5 eV.

***

C19H25BaN3SSi as an isolated structure at a distorted geometry, computed with wB97M-V/def2-TZVPD.

```
50
Properties=species:S:1:pos:R:3:nbo_charge:R:1
C -2.255 0.996 2.078 -0.310
C -1.216 0.037 2.084 -0.318
C 0.015 0.702 1.914 -0.300
H -1.319 -1.044 2.236 0.212
C -0.251 2.097 1.841 -0.494
C -1.667 2.274 1.925 -0.487
H -2.184 3.239 1.987 0.184
H -3.323 0.800 2.234 0.204
H 1.002 0.239 1.910 0.208
H 0.485 2.912 1.875 0.187
Ba -1.064 2.959 -1.125 1.531
C 1.162 0.183 -2.542 -1.188
H 2.031 -0.228 -3.094 0.224
H 1.398 1.207 -2.198 0.177
H 0.348 0.093 -3.296 0.177
Si 1.314 -1.477 -1.049 1.032
C -0.619 -1.293 -0.887 -0.455
C -1.380 -2.285 -0.231 -0.126
H -0.862 -3.116 0.253 0.213
C -2.793 -2.225 -0.152 -0.228
H -3.377 -3.000 0.357 0.215
C -3.484 -1.166 -0.735 -0.209
H -4.580 -1.122 -0.742 0.213
C -2.754 -0.133 -1.327 -0.246
H -3.235 0.753 -1.779 0.173
C -1.373 -0.239 -1.446 -0.254
H -0.935 0.487 -2.144 0.180
C 1.765 -3.237 -1.293 -0.503
C 0.722 -4.140 -1.542 -0.208
H -0.114 -3.829 -2.175 0.217
C 0.675 -5.354 -0.845 -0.211
H -0.234 -5.951 -0.913 0.210
C 1.740 -5.734 -0.012 -0.228
H 1.686 -6.664 0.563 0.212
C 2.848 -4.873 0.137 -0.216
H 3.622 -5.118 0.877 0.212
C 2.909 -3.667 -0.567 -0.189
H 3.740 -2.969 -0.408 0.217
H 2.199 -1.162 0.393 0.098
H 1.684 -1.857 0.589 -0.164
N 2.569 5.291 0.512 -0.643
N 1.315 5.041 1.143 -0.406
C 0.222 5.379 0.395 0.254
N -0.981 5.331 1.125 -0.813
S 0.265 5.509 -1.295 -0.354
H 3.269 4.686 0.937 0.377
H 2.456 5.042 -0.487 0.389
H 1.311 5.316 2.136 0.410
H -1.790 5.746 0.660 0.411
H -0.961 5.565 2.126 0.413
```

Its energy above the lowest of the compared OMol25 structures with the same formula, charge and spin is 96.9 kcal per mole. For the LUMO energy (spin up / spin down), the calculation gives -1.04 / -1.05 eV. The total energy comes out at -43976.0242 eV. The calculation puts the HOMO-LUMO gap (spin up / spin down) at 2.7 / 2.7 eV.

***

C19H25Br42INO as an isolated structure, computed with wB97M-V/def2-TZVPD.

```
89
Properties=species:S:1:pos:R:3:lowdin_charge:R:1
O -0.881 -2.001 -3.543 -0.117
C -1.757 -1.519 -4.533 -0.847
I -0.540 -1.214 -6.304 0.987
C -2.363 -0.173 -4.070 -0.166
C -3.880 0.051 -4.245 -0.131
N -4.654 -1.137 -4.708 0.070
C -4.090 -2.423 -4.199 -0.099
C -2.763 -2.640 -4.880 -0.237
H -1.250 -1.815 -2.664 0.039
H -1.872 0.616 -4.628 0.081
H -2.116 -0.003 -3.031 0.029
H -4.296 0.329 -3.280 0.115
H -4.079 0.893 -4.899 0.023
H -4.758 -1.143 -5.725 0.194
H -5.605 -1.039 -4.345 0.148
H -3.923 -2.286 -3.132 0.089
H -4.799 -3.226 -4.370 0.141
H -2.343 -3.571 -4.511 0.122
H -2.864 -2.760 -5.952 0.022
C -2.268 -0.316 0.541 -1.576
Br -3.622 0.778 1.353 0.603
Br -3.027 -1.825 -0.402 0.648
Br -1.129 0.724 -0.599 0.643
H -1.655 -0.719 1.336 -0.071
C 0.252 4.109 0.535 -1.647
Br -1.528 4.770 0.195 0.565
Br 1.598 5.235 -0.263 0.592
Br 0.564 3.836 2.411 0.531
H 0.324 3.142 0.059 -0.101
C -1.321 2.868 6.284 -1.582
Br -2.053 1.872 4.800 0.601
Br 0.598 2.955 6.194 0.557
Br -2.066 4.636 6.393 0.587
H -1.582 2.341 7.190 -0.020
C -1.947 -4.774 -8.401 -1.640
Br -2.751 -3.743 -9.815 0.575
Br -3.259 -5.288 -7.076 0.595
Br -0.993 -6.300 -9.070 0.612
H -1.230 -4.134 -7.905 -0.068
C 2.989 1.019 0.741 -1.585
Br 3.945 2.407 1.665 0.542
Br 4.145 -0.394 0.134 0.586
Br 1.545 0.316 1.814 0.536
H 2.544 1.464 -0.138 -0.034
C -3.344 -1.275 5.117 -1.647
Br -1.696 -1.766 4.229 0.527
Br -4.867 -2.129 4.298 0.568
Br -3.265 -1.624 7.005 0.583
H -3.467 -0.208 4.994 -0.138
C 0.619 7.847 7.391 -1.637
Br 0.534 6.549 8.811 0.557
Br 1.568 9.433 7.933 0.583
Br 1.369 7.080 5.789 0.528
H -0.395 8.142 7.163 -0.032
C 5.524 5.395 4.316 -1.618
Br 4.201 4.164 4.990 0.506
Br 5.440 7.092 5.222 0.585
Br 7.285 4.618 4.381 0.571
H 5.292 5.575 3.277 -0.030
C 2.856 -3.424 -4.674 -1.640
Br 3.576 -3.133 -2.913 0.548
Br 4.254 -3.647 -5.979 0.576
Br 1.615 -4.899 -4.697 0.557
H 2.302 -2.537 -4.946 -0.068
C 2.775 -2.793 4.076 -1.633
Br 4.454 -3.226 3.238 0.581
Br 1.281 -3.595 3.154 0.523
Br 2.778 -3.263 5.942 0.593
H 2.653 -1.720 4.015 -0.083
C 6.568 -0.115 4.905 -1.610
Br 4.814 0.597 4.540 0.519
Br 7.943 1.024 4.182 0.567
Br 6.826 -0.445 6.784 0.592
H 6.636 -1.067 4.399 -0.053
C -2.003 -5.942 4.747 -1.641
Br -3.006 -7.343 3.882 0.574
Br -2.986 -5.159 6.205 0.553
Br -0.269 -6.557 5.316 0.565
H -1.846 -5.162 4.015 -0.058
C 7.046 -0.380 -5.171 -1.644
Br 8.228 1.134 -5.319 0.580
Br 8.018 -2.043 -5.147 0.566
Br 5.879 -0.224 -3.644 0.525
H 6.421 -0.386 -6.052 -0.034
C -6.251 3.206 -4.164 -1.591
Br -5.427 3.455 -2.443 0.598
Br -4.937 3.197 -5.573 0.641
Br -7.319 1.595 -4.208 0.593
H -6.914 4.041 -4.340 -0.021
```

As for the net charge: +1. For the LUMO energy, the calculation gives -3.09 eV. The total energy comes out at -2973520.5729 eV. The calculation puts the HOMO-LUMO gap at 8.1 eV.